Molecular formula: C9H11OP
Method: DFT, wB97M-V/def2-TZVPD

For the molar mass, the calculation gives 166.16 g mol⁻¹. For the energy above the lowest of the compared OMol25 structures with the same formula, charge and spin, the calculation gives 0.587 eV. The SMILES is C=C[P@](C)(=O)c1ccccc1. Its LUMO energy is 0.705 eV.

Last column: natural (NBO) charge in e.
Cartesian coordinates (Å):
H1 0.76 -2.42 0.23  0.25
H2 -3.60 1.05 2.48  0.20
H3 -3.22 -0.62 1.96  0.22
C1 -3.06 0.46 1.75  -0.38
H4 -1.83 1.13 -1.94  0.24
C2 2.57 1.06 -0.03  -0.21
H5 3.18 -2.29 0.47  0.22
C3 -1.55 0.05 -1.99  -1.00
C4 -2.23 0.92 0.85  -0.49
C5 0.51 -0.26 0.16  -0.44
H6 -2.09 1.95 0.45  0.21
H7 0.58 1.89 -0.16  0.22
O1 -1.67 -1.86 -0.09  -1.10
H8 4.46 -0.09 0.27  0.22
H9 -0.56 -0.07 -2.52  0.25
C6 1.21 -1.39 0.31  -0.19
C7 1.12 0.97 -0.04  -0.18
C8 2.64 -1.36 0.23  -0.20
P1 -1.23 -0.51 -0.28  1.90
C9 3.29 -0.10 0.29  -0.19
H10 -2.42 -0.38 -2.41  0.26
H11 3.15 1.89 0.02  0.21